{"formula": "C24H24ClO24", "method": "the ωB97M-V functional and the def2-TZVPD basis", "symbols": ["Cl", "O", "O", "O", "O", "C", "C", "C", "O", "C", "C", "C", "O", "O", "O", "H", "H", "H", "H", "C", "C", "C", "O", "C", "C", "C", "O", "O", "O", "H", "H", "H", "H", "C", "C", "C", "O", "C", "C", "C", "O", "O", "O", "H", "H", "H", "H", "C", "C", "C", "O", "C", "C", "C", "O", "O", "O", "H", "H", "H", "H", "O", "H", "H", "O", "H", "H", "O", "H", "H", "O", "H", "H"], "coordinates": [[1.14477, 1.07653, 1.38737], [1.24916, 2.25701, 2.30840], [1.69527, 1.45818, 0.15595], [1.86727, -0.03920, 1.89283], [-0.28274, 0.84828, 1.18399], [4.10890, 4.16243, -1.65480], [3.44995, 4.63829, -2.72385], [2.20514, 5.40986, -2.71876], [1.39470, 5.77474, -3.56271], [1.80809, 5.56647, -1.27021], [2.51433, 5.25097, -0.16227], [3.80664, 4.53737, -0.31554], [4.43857, 4.12673, 0.63785], [2.02562, 5.32443, 1.12070], [3.79262, 4.34682, -3.95512], [5.00447, 3.58842, -1.84150], [0.77070, 5.84296, -1.15285], [2.60244, 4.78336, 1.66486], [3.07092, 4.60564, -4.53284], [1.43377, -5.35739, 1.67355], [1.37279, -4.13542, 2.30167], [1.32631, -3.93833, 3.77516], [1.25281, -2.85815, 4.38601], [1.41154, -5.24094, 4.48893], [1.50943, -6.40231, 3.90515], [1.52840, -6.57170, 2.38036], [1.42479, -7.65773, 1.78960], [1.40048, -7.53170, 4.61787], [1.29796, -2.93492, 1.64983], [1.25699, -5.36070, 0.60812], [1.29724, -5.19965, 5.56207], [1.25505, -8.30434, 4.06699], [1.36260, -2.18872, 2.25035], [-2.35908, 0.52688, -4.02776], [-3.48153, 0.58908, -3.35354], [-3.76565, 1.42477, -2.12065], [-4.84351, 1.36385, -1.56081], [-2.54810, 2.16418, -1.75673], [-1.36261, 2.14857, -2.41156], [-1.15433, 1.45229, -3.76085], [-0.22706, 1.61802, -4.56639], [-0.31703, 2.76882, -1.86513], [-4.52527, -0.18223, -3.79131], [-2.37549, -0.09345, -4.91168], [-2.51248, 2.89083, -0.95854], [-0.22816, 2.74167, -0.90964], [-5.32760, 0.15319, -3.38466], [-2.38158, -3.00559, -2.21737], [-2.16768, -2.34816, -1.07732], [-2.09760, -3.02847, 0.24295], [-1.90495, -2.46646, 1.36354], [-2.36015, -4.44300, 0.18900], [-2.48957, -5.11297, -0.97422], [-2.49991, -4.44411, -2.30798], [-2.47438, -4.88279, -3.45710], [-2.72623, -6.43058, -0.98931], [-1.82575, -1.04797, -1.03876], [-2.11469, -2.41027, -3.07804], [-2.44052, -4.97785, 1.12381], [-2.80307, -6.61848, -1.92760], [-1.59167, -0.76829, -0.15074], [-1.76970, 3.64908, 3.47689], [-1.80283, 4.38700, 2.86810], [-0.91791, 3.24319, 3.31587], [5.32192, 1.23703, 1.24399], [5.02968, 2.11912, 1.01433], [4.51895, 0.77152, 1.47806], [-3.34623, 1.63866, 2.43071], [-2.83788, 2.18250, 3.03242], [-2.75726, 0.91993, 2.20096], [-0.42480, 4.32384, 0.77194], [0.46261, 4.66310, 0.88877], [-0.36821, 3.40656, 1.03954]], "atomic_forces_ev_per_a": [[-0.833, 3.624, 1.262], [-0.189, -1.959, -0.573], [0.843, 0.326, -1.925], [-0.169, -1.220, 0.895], [-0.044, -0.925, 0.394], [0.965, 0.570, 0.314], [-2.639, 1.384, -0.929], [0.307, -0.560, 6.689], [0.228, 0.003, -2.592], [-0.687, 0.463, -0.690], [1.420, -0.937, -0.894], [-2.301, 0.436, -2.315], [1.491, -0.805, 3.061], [-0.397, 0.732, -0.344], [1.968, -1.313, -2.628], [0.078, -0.187, 0.106], [-0.187, 0.400, 0.084], [0.566, -0.421, 0.197], [-0.370, 0.212, -0.177], [-0.303, 2.990, -0.275], [-0.135, 2.552, -1.419], [0.702, -0.387, 2.500], [0.038, -2.217, -2.100], [-0.221, 2.436, 1.273], [-0.387, -2.370, -1.730], [-1.058, -0.987, -0.209], [0.505, 0.754, 1.727], [0.261, -0.112, 0.790], [0.114, -2.947, -0.615], [0.360, -0.175, -0.129], [0.017, 0.010, 0.121], [0.160, -0.021, -0.670], [-0.091, 0.671, 0.624], [2.367, 1.048, -0.827], [-2.118, -0.566, 0.264], [1.917, -0.026, -0.447], [0.190, 0.212, -0.345], [-0.606, 0.499, 0.154], [0.678, 0.163, 0.663], [-0.052, -0.629, -1.172], [-2.270, -0.383, 2.257], [0.471, -0.464, -2.033], [0.423, 0.160, -0.052], [0.352, 0.024, -0.166], [-0.563, -0.275, 0.553], [-0.393, 0.188, 0.453], [-0.248, 0.069, 0.547], [0.551, 1.009, 0.224], [1.121, 1.759, 1.410], [-0.364, 0.603, 3.423], [-0.382, -0.982, -3.786], [0.115, -0.980, -0.496], [-0.516, -0.488, 0.619], [0.860, 2.903, -1.390], [-0.425, -1.979, 1.596], [0.055, -0.007, -0.061], [-0.562, -0.785, -1.160], [-0.539, -0.295, -0.541], [0.095, -0.053, 0.041], [-0.076, -0.698, -0.530], [0.246, 0.153, 0.814], [-0.292, 0.006, 0.720], [0.117, 0.134, -0.458], [0.558, -0.137, -0.160], [0.470, -0.550, 0.168], [-0.235, 0.812, -0.216], [-0.306, -0.071, 0.004], [-0.711, -0.537, -0.229], [0.336, 0.600, 0.146], [0.236, -0.161, -0.124], [-1.459, -0.278, -0.307], [0.842, 0.310, 0.235], [0.107, -0.332, 0.386]], "lowdin_charge": [0.662, -0.371, -0.307, -0.330, -0.367, 0.032, -0.320, -0.400, -0.013, 0.040, -0.249, -0.428, -0.009, 0.012, 0.061, 0.120, 0.106, 0.097, 0.092, 0.052, -0.165, -0.269, 0.123, 0.054, -0.246, -0.324, 0.069, 0.087, 0.104, 0.134, 0.133, 0.107, 0.075, 0.048, -0.265, -0.321, 0.096, 0.065, -0.206, -0.228, 0.102, 0.114, 0.053, 0.123, 0.133, 0.074, 0.093, 0.061, -0.207, -0.270, 0.092, 0.064, -0.226, -0.313, 0.094, 0.103, 0.124, 0.136, 0.136, 0.102, 0.091, -0.050, 0.039, 0.024, -0.069, -0.012, 0.005, -0.071, -0.025, 0.004, -0.048, -0.015, -0.013], "s_squared": 0.77, "homo_lumo_gap_ev": [2.10, 4.40], "multiplicity": 2, "e_lumo_ev": [1.476, 1.476], "e_homo_ev": [-0.6, -2.9], "charge": -2}